Version 1
The following is a quantum chemistry calculation of a 2-piece molecular cluster, C16H17N overall, from OMol25.

Properties
SMILES = Cc1c[nH]c2ccccc12.Cc1ccccc1
orbital gap = 8.5 eV

```
! RIJCOSX wB97M-V def2-TZVPD def2/J DEFGRID3
* xyz 0 1
C -4.38538 2.08395 0.09569
C -3.20093 1.21250 -0.10569
C -1.94578 1.45406 0.41704
N -1.07184 0.44977 0.09047
C -1.76380 -0.48480 -0.61358
C -1.25734 -1.66265 -1.22537
C -2.18960 -2.48602 -1.79544
C -3.56356 -2.09883 -1.91234
C -4.04164 -0.98817 -1.25714
C -3.10674 -0.08300 -0.73318
H -5.32644 1.67339 -0.27774
H -4.22379 3.02793 -0.42863
H -4.64773 2.24407 1.14416
H -1.75678 2.32990 1.01874
H -0.09311 0.39367 0.31309
H -0.19052 -1.66102 -1.40289
H -1.76381 -3.37525 -2.25087
H -4.16947 -2.97797 -2.11941
H -5.11770 -0.87884 -1.32845
C 1.93732 -0.65607 2.12399
C 3.00550 -0.16694 1.17412
C 3.39539 1.20568 1.20800
C 4.27029 1.71784 0.28794
C 5.02082 0.82086 -0.50891
C 4.84452 -0.53231 -0.36803
C 3.84500 -0.99939 0.47186
H 1.46790 -1.60521 1.88292
H 1.19777 0.14679 2.16954
H 2.31468 -0.75749 3.14278
H 2.98325 1.89207 1.94207
H 4.48516 2.77667 0.34990
H 5.83145 1.20735 -1.11348
H 5.48930 -1.14654 -0.97606
H 3.72761 -2.07598 0.58490
*
```

Version 2
The following is a quantum chemistry calculation of a 2-piece molecular cluster, C16H17N overall, from OMol25.

Properties
SMILES = Cc1c[nH]c2ccccc12.Cc1ccccc1
orbital gap = 8.3 eV

```
! RIJCOSX wB97M-V def2-TZVPD def2/J DEFGRID3
* xyz 0 1
C -0.95725 1.82040 -2.65407
C -1.15503 2.53823 -1.31305
C -1.77130 3.74471 -0.88671
N -1.93117 3.77092 0.47659
C -1.31994 2.61015 1.03801
C -1.15860 2.28881 2.32544
C -0.47749 0.98421 2.52444
C 0.08343 0.27618 1.43202
C -0.09744 0.62267 0.13924
C -0.76108 1.82190 -0.10163
H 0.07625 1.59957 -2.56950
H -1.21604 2.52613 -3.55247
H -1.63283 0.98534 -2.80576
H -1.98620 4.59934 -1.52162
H -2.50602 4.50128 0.91621
H -1.61467 2.67257 3.21786
H -0.24560 0.62788 3.51077
H 0.71551 -0.59987 1.52411
H 0.33933 0.06912 -0.71577
C 3.33592 -2.07840 -1.36948
C 2.15992 -2.61253 -0.67483
C 0.95989 -2.15943 -1.20964
C -0.20940 -2.58392 -0.69496
C -0.25730 -3.38872 0.48628
C 0.89410 -3.91913 1.03525
C 2.08927 -3.41014 0.48066
H 4.12662 -1.95705 -0.64506
H 3.06848 -1.49379 -2.20355
H 3.89168 -2.94292 -1.98863
H 0.94988 -1.32116 -2.00619
H -1.21004 -2.47576 -1.22391
H -1.24216 -3.86790 0.76007
H 0.87532 -4.74177 1.72795
H 2.98250 -3.90755 0.89751
*
```

Result of the stability comparison: version 1 is the most stable of them.

Version 1
The following is a quantum chemistry calculation of a 2-piece molecular cluster, C26H32N2O2 overall, from OMol25.

Properties
orbital gap = 6.7 eV

```
! RIJCOSX wB97M-V def2-TZVPD def2/J DEFGRID3
* xyz 0 1
C 3.52070 -1.68882 -0.68449
C 2.11460 -2.23106 -0.88295
C 1.17310 -2.03223 0.24008
C 0.19531 -3.11656 0.47433
C -0.13609 -3.42133 1.93321
O -0.41934 -3.71494 -0.42544
O 1.81293 -2.74430 -1.99155
H 3.77782 -1.52227 0.36678
H 4.21441 -2.43384 -1.11996
H 3.65398 -0.74133 -1.24919
H 1.54700 -1.49263 1.12423
H 0.57797 -3.00529 2.64772
H -1.15579 -3.05502 2.18538
H -0.15049 -4.52314 2.02627
C 3.86863 4.31043 -1.14893
N 3.47304 3.31195 -2.12491
C 4.45331 3.13952 -3.18516
C 3.91649 2.31618 -4.35234
C 3.21338 1.04981 -3.86087
C 2.27500 1.31035 -2.74992
C 2.39743 2.50725 -1.96712
C 1.41695 2.76811 -0.97628
C 0.48291 1.80321 -0.64440
C 0.52603 0.50289 -1.23391
C -0.19595 -0.62771 -0.73453
C -1.21015 -0.52361 0.27982
C -2.39261 -1.30348 0.20114
C -3.38711 -1.25282 1.14948
C -3.20980 -0.39569 2.28542
N -4.17657 -0.33515 3.24780
C -3.98696 0.44782 4.44474
C -5.32893 -1.21373 3.28865
C -5.77038 -1.63812 1.88784
C -4.58321 -2.12029 1.05293
C -2.00982 0.33030 2.42483
C -1.02416 0.25212 1.45912
C 1.34371 0.36877 -2.38390
H 3.40009 4.11933 -0.17857
H 4.96452 4.28148 -1.02053
H 3.60231 5.32297 -1.47982
H 4.76877 4.14454 -3.52597
H 5.35587 2.65494 -2.76380
H 3.20035 2.92401 -4.92129
H 4.75658 2.07093 -5.00984
H 2.66749 0.59970 -4.70178
H 3.96727 0.30759 -3.54874
H 1.41533 3.73316 -0.46018
H -0.31435 2.07291 0.04703
H -0.18748 -1.50343 -1.36084
H -2.54038 -1.92150 -0.68780
H -3.60814 1.43711 4.19260
H -4.97717 0.56495 4.93038
H -3.30343 -0.02980 5.16056
H -5.10909 -2.12484 3.89674
H -6.13209 -0.67408 3.80214
H -6.52545 -2.43363 1.98695
H -6.25006 -0.78061 1.39623
H -4.89756 -2.19794 0.00350
H -4.31812 -3.13719 1.37627
H -1.85218 0.95991 3.30943
H -0.10255 0.82477 1.59372
H 1.20212 -0.50064 -3.04033
*
```

Version 2
The following is a quantum chemistry calculation of C26H32N2O2 in the gas phase, from OMol25.

Properties
SMILES = CCCN(CCC)C[C@H](O)Cn1cc(/C=C/C(=O)c2ccccc2)c2ccccc21
orbital gap = 7.7 eV

```
! RIJCOSX wB97M-V def2-TZVPD def2/J DEFGRID3
* xyz 0 1
C -5.67365 -0.75653 -2.55740
C -5.01449 -0.32949 -1.25246
C -4.39262 1.06281 -1.37539
N -3.70734 1.45149 -0.14558
C -4.61639 2.04102 0.83005
C -4.20470 1.72091 2.26814
C -4.42104 0.24932 2.59871
C -2.52804 2.27022 -0.38769
C -1.26061 1.40481 -0.55239
O -1.37073 0.46865 -1.58858
C -0.93233 0.70974 0.79047
N 0.05084 -0.32079 0.62356
C 1.38794 -0.12000 0.53073
C 2.04611 -1.30411 0.26420
C 3.44563 -1.52542 0.10316
C 4.41601 -0.59080 0.13455
C 5.81568 -0.96613 -0.03680
O 6.19236 -2.12708 -0.08459
C 6.79450 0.15599 -0.12726
C 6.48730 1.36356 -0.74780
C 7.43852 2.36433 -0.82965
C 8.69879 2.17581 -0.28615
C 9.01530 0.97300 0.32425
C 8.07195 -0.03422 0.39363
C 1.01935 -2.30622 0.17120
C 1.03400 -3.67580 -0.07702
C -0.16477 -4.35447 -0.10176
C -1.37534 -3.69521 0.11904
C -1.41772 -2.33982 0.36843
C -0.21275 -1.64841 0.39122
H -6.46037 -0.05800 -2.83416
H -4.94275 -0.78490 -3.36254
H -6.11302 -1.74587 -2.45716
H -4.23712 -1.04934 -0.98633
H -5.75424 -0.33514 -0.45007
H -3.67071 1.05227 -2.19399
H -5.17602 1.79123 -1.64131
H -4.68399 3.13330 0.69804
H -5.61263 1.62844 0.66209
H -4.79874 2.33714 2.94580
H -3.15582 1.98332 2.41626
H -4.01780 0.00961 3.57961
H -3.93452 -0.37892 1.85749
H -5.48241 0.01171 2.59662
H -2.36585 2.93637 0.46207
H -2.64662 2.89412 -1.28558
H -0.42507 2.05091 -0.84517
H -2.05648 -0.16617 -1.34625
H -1.84865 0.26406 1.18108
H -0.56526 1.45251 1.50378
H 1.79728 0.86168 0.67608
H 3.75431 -2.54830 -0.07373
H 4.18976 0.44997 0.30646
H 5.51505 1.51136 -1.19507
H 7.19723 3.29600 -1.32115
H 9.43583 2.96345 -0.34608
H 10.00056 0.82029 0.74006
H 8.30451 -0.98301 0.85419
H 1.96534 -4.19394 -0.24662
H -0.17546 -5.41695 -0.29422
H -2.29594 -4.25942 0.09373
H -2.36218 -1.84493 0.54526
*
```

Result of the stability comparison: version 2 is the most stable of them.

Version 1
The following is a quantum chemistry calculation of C8H9N3 in the gas phase, from OMol25.

Properties
SMILES = Cc1cn2nccc2nc1C
orbital gap = 8.3 eV

```
! RIJCOSX wB97M-V def2-TZVPD def2/J DEFGRID3
* xyz 0 1
C -0.16661 2.37703 -1.13113
C -0.05374 1.00082 -0.48231
C -0.88461 0.01061 -1.00377
N -1.06177 -1.10024 -0.25883
N -1.82011 -2.18444 -0.59377
C -1.30266 -3.20107 0.07042
C -0.12879 -2.91005 0.71151
C 0.02546 -1.49866 0.48791
N 0.92604 -0.64737 0.97471
C 0.77264 0.55964 0.48677
C 1.59385 1.60175 1.25807
H -0.91133 2.34901 -1.94788
H -0.69300 3.04142 -0.32347
H 0.90444 2.66045 -1.57526
H -1.49084 0.01940 -2.04379
H -1.93548 -4.05304 -0.08849
H 0.60950 -3.51611 1.17505
H 1.01802 2.48897 1.50014
H 1.95745 1.17940 2.20432
H 2.64156 1.82249 0.57983
*
```

Version 2
The following is a quantum chemistry calculation of C8H9N3 as an isolated structure, from OMol25.

Properties
orbital gap = 8.3 eV

```
! RIJCOSX wB97M-V def2-TZVPD def2/J DEFGRID3
* xyz 0 1
C -1.26302 -0.33215 1.92207
C -1.28541 1.14880 -0.01867
C 0.37575 0.65665 -1.07056
C 1.41271 0.50697 -1.88527
C 2.37699 -0.43339 -1.68201
C 2.17090 -1.48194 -0.69901
C 1.03124 -1.48056 0.14050
C 0.10157 -0.45343 -0.17588
H -2.34932 -0.10895 1.97352
H -1.15182 -1.37361 1.95379
H -0.65490 0.18498 2.71577
H -2.91011 2.45488 0.05688
H -2.77577 1.23580 1.27577
H 1.60106 1.27804 -2.62157
H 3.25072 -0.55468 -2.31689
H 2.86073 -2.41342 -0.56369
H 1.11682 -2.18724 0.92998
N -0.94410 -0.02600 0.55705
N -2.39342 1.74028 0.48937
N -0.57062 1.63898 -0.98117
*
```

Result of the stability comparison: version 2 is the most stable of them.

Version 1
The following is a quantum chemistry calculation of a 21-piece molecular cluster, H41O21 overall, from OMol25.

Properties
orbital gap = 9.0 eV

```
! RIJCOSX wB97M-V def2-TZVPD def2/J DEFGRID3
* xyz -1 1
O 0.67532 1.83652 -1.24527
H 0.90894 0.84772 -0.33345
H -0.15208 2.08084 -0.78879
O 1.21802 0.43060 0.72642
H -0.27180 -0.16066 -4.39459
H -2.79446 -3.88618 -0.68353
O 3.58663 3.39349 -1.67807
H -1.83354 -2.52962 -1.55722
H 3.01286 3.79162 -1.00188
O -2.73283 -2.49551 -2.02282
H -3.76427 0.77554 2.29316
H -3.75073 -1.24884 -0.67257
O -4.26436 -0.47016 -0.45421
H -3.72970 0.35287 -0.35685
H -3.41746 -3.13807 2.95385
O 3.11249 0.16334 -1.62842
H -2.91872 2.30713 1.26218
H 2.26970 0.15684 -1.27971
O -2.75299 1.36065 1.19140
H 1.54791 2.69795 -0.09308
H 0.77529 4.47683 0.84083
O 1.70628 -1.57993 4.72287
H -2.60523 -2.81618 -2.94390
H 3.86386 0.68900 -1.16473
O 4.94265 -1.79423 0.63449
H 1.55040 -0.87743 5.30766
H -4.99477 0.05655 2.64027
O -3.56884 -2.79284 2.04146
H -1.79512 1.21797 1.19300
H -1.73632 -3.58475 0.47264
O -2.03869 3.02415 -0.77470
H -1.57529 -0.19899 -0.82030
H -1.31910 3.36399 -1.23181
O 0.23016 -2.11691 1.48942
H 3.52899 3.10410 -2.55539
H 1.05748 -1.88680 0.93183
O -4.46392 0.72509 3.02724
H 4.05655 -2.09255 0.93540
H 4.62701 -1.55915 -0.22327
O 3.32295 -4.02595 -1.21626
H 3.95534 -3.21927 -1.15465
H 2.65444 -3.78083 -0.51134
O 1.84049 3.14347 0.69965
H 2.02723 0.90064 2.01047
H -0.13154 -1.18931 1.54352
O -1.56637 0.32774 -1.67340
H -4.49758 -2.57817 1.98721
O -1.96720 -4.08788 -0.33081
H 0.44027 0.85546 1.17383
H -1.63427 -0.42629 -2.32298
O 0.20264 5.27947 0.98744
H 1.68088 -0.80274 -3.37134
H -0.37877 5.27516 1.74562
O 0.99493 -0.69895 -2.74837
H 2.89908 1.40488 3.38447
H 0.95677 0.11280 -2.17406
O 2.08791 1.37763 2.85029
H 1.49900 -2.41291 4.75393
H 1.81762 2.48893 1.35112
O -0.23208 -0.58939 -5.40658
H 0.31577 -1.32482 -5.10865
H -2.47784 2.34638 -1.22869
*
```

Version 2
The following is a quantum chemistry calculation of a 21-piece molecular cluster, H41O21 overall, from OMol25.

Properties
orbital gap = 9.7 eV

```
! RIJCOSX wB97M-V def2-TZVPD def2/J DEFGRID3
* xyz -1 1
O 3.61751 2.06719 -2.83399
H 2.77434 1.72760 -2.50243
H 4.30078 1.42221 -2.88603
O 2.55452 1.31312 3.64598
H -1.37174 2.50576 0.27127
H 1.66949 1.70062 3.30851
O 1.39302 3.68256 -2.08821
H 2.10661 3.59376 -2.66870
H 1.45157 3.45316 -1.16175
O 0.98933 -0.45584 2.09647
H 0.32219 -0.49316 2.78110
H 0.56955 1.96112 1.15765
O -0.72217 -1.62924 -3.04658
H -1.55042 -1.28519 -3.34441
H -0.48159 -2.52322 -3.34386
O -3.86959 -0.61959 -0.18039
H -3.46745 0.06613 -0.69997
H -4.53755 -0.24990 0.40138
O 2.51146 -0.50338 -0.06931
H 1.92365 -0.17939 0.64435
H 2.51470 0.41765 3.20888
O 2.44691 -2.69883 1.80171
H 2.01426 -1.89745 2.09353
H 3.32924 -2.24705 2.02355
O -0.68207 0.45389 0.43170
H 0.00601 -0.14330 0.89907
H -1.24336 0.23416 -0.34918
O 0.24956 2.17143 2.03654
H 3.30527 -1.01739 0.16806
H 0.47602 1.16945 2.24521
O -1.65368 3.51262 -3.76977
H 0.59080 -4.01363 -0.23869
H -2.17154 3.21085 -3.05789
O -3.74358 1.72046 3.17792
H -3.07264 1.49399 2.53567
H -4.54950 1.24896 3.18262
O -1.99121 0.73605 -2.62375
H -1.84562 1.45995 -3.26944
H -1.11847 0.87290 -2.27047
O 1.26606 -3.73237 -3.10007
H 1.49375 -3.03109 -2.48873
H 1.02425 -4.49390 -2.45769
O 0.39678 -4.65607 2.11122
H 1.40003 -4.18985 2.07087
H -0.01235 -3.98032 1.54163
O 0.99991 -3.18341 -0.46935
H 0.98573 -2.52457 0.24651
O -1.63740 3.05197 4.08428
H -1.12712 2.45309 3.55762
H -2.56837 2.83494 4.07434
O -1.56147 -0.06200 2.92738
H -1.48019 -0.98845 2.80995
H -1.44698 0.59548 2.23333
O 3.52099 -1.13000 -2.80586
H 3.91784 -1.96181 -2.53878
H 2.81760 -0.76474 -2.30323
O -2.45533 -2.67782 -0.87949
H -2.85153 -2.07501 -0.21887
H -2.27287 -1.98586 -1.53714
O -1.33464 2.83772 -0.66703
H -1.35659 3.76159 -0.51370
H -0.76272 3.66341 -3.38357
*
```

Result of the stability comparison: version 2 is the most stable of them.